1.
Formula: C32H59B3F9N3O9P
Source: the OMol25 dataset
Level of theory: the ωB97M-V functional and the def2-TZVPD basis

The value obtained for the HOMO-LUMO gap (alpha / beta) is 7.73 / 8.31 eV. The spin multiplicity is 4. The LUMO energy (alpha / beta) comes out at -1.08 / -1.08 eV.

XYZ file:
```
116
Properties=species:S:1:pos:R:3:forces:R:3
O 2.88590 4.20272 -1.08040 -5.585 -0.215 -0.569
P 1.31272 4.07595 -1.23823 5.971 -0.960 1.440
O 0.60278 4.07928 0.38428 1.442 0.895 -2.882
O 1.03575 2.51511 -2.03353 -2.465 3.996 1.528
C 0.64152 5.48381 -2.36011 -0.785 0.506 -0.227
B -0.15553 6.68339 -1.50013 -0.018 0.282 -0.002
O 0.28532 7.18950 -0.18420 -4.188 -0.108 -2.021
B -0.83032 7.81194 0.57150 -0.227 -0.290 -1.257
O -2.23582 7.88617 0.11708 2.631 -2.980 -2.294
B -2.43476 7.07244 -1.12142 1.834 2.548 0.542
C -3.77201 6.06363 -1.21726 0.349 2.183 -0.809
F -4.12647 6.03392 -2.68025 0.307 -0.481 4.417
F -4.81891 6.72884 -0.38714 2.481 -2.695 -2.631
C -3.27610 4.60821 -0.65144 1.394 -0.089 0.673
F -2.43889 4.82705 0.57395 -2.774 -0.450 -4.001
F -2.32902 4.05166 -1.68119 -3.164 1.510 3.216
C -4.47555 3.56854 -0.24538 0.159 -2.259 2.287
F -3.79716 2.40206 0.43455 -2.181 3.626 -2.253
F -5.45264 4.09081 0.74238 3.446 -1.359 -3.584
C -5.29137 2.92039 -1.51933 -2.501 -2.655 -1.214
F -6.27127 1.92719 -0.93979 3.395 3.561 -2.016
F -6.10868 3.89930 -2.28590 3.383 -3.475 2.666
F -4.39877 2.08838 -2.40823 -3.167 3.528 3.074
O -1.40402 7.19213 -2.17111 -0.343 -2.108 4.349
H 1.18026 4.64655 0.99918 -0.801 -1.152 -1.574
H 0.05713 2.57249 -2.30222 1.792 -0.599 0.341
H -0.09432 5.02592 -3.17800 1.676 1.153 1.719
H 1.56364 6.03295 -2.87734 -1.711 -1.682 1.101
H -0.55307 8.27000 1.64004 -0.168 -0.102 -0.359
C 0.56982 -0.95920 4.81686 -0.319 -0.093 -0.137
C 0.54064 0.50633 5.33405 0.849 -1.834 0.739
C -0.58078 0.70764 6.39214 -0.018 0.354 -0.102
C -1.97619 0.84811 5.81189 -0.173 -0.089 0.011
C -2.00740 1.93191 4.74376 0.291 0.026 0.180
C -0.95927 1.69584 3.62407 -1.400 -0.053 -1.521
N 0.42637 1.44336 4.16435 0.385 4.323 2.692
O 0.94698 2.68405 4.57308 -1.008 -3.234 -1.463
C -1.43928 0.50890 2.74563 0.087 -0.329 0.050
C -1.00501 2.90692 2.63516 0.652 0.005 0.627
C 1.90252 0.61597 6.10488 -0.208 0.829 -0.343
H -0.16263 -1.19127 4.05195 -0.071 0.072 -0.011
H 1.54559 -1.20405 4.38426 -0.086 0.175 0.064
H 0.38706 -1.66746 5.63600 0.117 0.278 -0.035
H -0.36883 1.61360 6.97696 0.144 -0.047 -0.212
H -0.57438 -0.11990 7.11244 0.263 0.037 -0.236
H -2.31689 -0.11223 5.40894 0.030 0.075 -0.051
H -2.67944 1.10861 6.61300 0.091 -0.074 -0.101
H -3.01673 1.98333 4.31335 0.301 -0.011 -0.204
H -1.83207 2.90628 5.22125 0.161 -0.119 -0.129
H -0.65595 0.19160 2.04569 -0.097 0.021 0.213
H -2.31326 0.78844 2.14305 0.235 0.238 0.199
H -1.76832 -0.35829 3.32041 0.195 0.019 -0.032
H -0.81693 3.86708 3.13339 0.144 -0.297 0.009
H -1.99210 2.99884 2.16743 0.148 -0.381 0.283
H -0.27081 2.78706 1.83053 -0.227 -0.088 0.357
H 2.75703 0.54332 5.42230 -0.222 0.064 0.030
H 1.99937 -0.19490 6.83877 -0.319 0.007 -0.320
H 1.99412 1.55332 6.66763 -0.083 -0.129 -0.290
C 0.75236 -5.11278 -0.26657 -0.163 -0.225 -0.147
C 0.50539 -4.70312 1.21237 1.733 -0.419 -1.115
C 0.52112 -5.94327 2.15015 -0.228 0.170 0.227
C -0.75457 -6.76529 2.12863 -0.052 -0.167 -0.044
C -1.96755 -5.88167 2.38235 0.249 0.173 0.106
C -2.05517 -4.69054 1.39161 -1.818 -0.497 -0.770
N -0.76786 -3.90927 1.30159 0.355 1.132 4.952
O -0.68148 -3.11335 2.45764 -0.296 -1.653 -3.315
C -2.47168 -5.23980 0.00031 0.195 -0.104 -0.269
C -3.27232 -3.79487 1.79542 0.702 0.346 0.453
C 1.79466 -3.87557 1.54979 -0.696 0.333 0.464
H -0.11820 -5.49168 -0.79001 -0.119 -0.040 0.098
H 1.11176 -4.26222 -0.85533 -0.057 -0.005 0.198
H 1.51286 -5.90227 -0.33266 -0.077 0.245 0.188
H 0.68902 -5.61312 3.18480 -0.044 0.184 -0.192
H 1.36990 -6.59330 1.90368 -0.032 0.325 -0.140
H -0.84651 -7.29631 1.17454 -0.048 0.066 0.035
H -0.70206 -7.53991 2.90412 0.007 0.092 -0.144
H -2.87746 -6.49392 2.32034 0.046 0.323 -0.162
H -1.92450 -5.50734 3.41489 0.047 0.128 -0.204
H -2.38323 -4.46691 -0.77366 0.064 -0.131 0.172
H -3.51746 -5.57362 0.00166 0.210 0.218 0.260
H -1.90401 -6.11720 -0.31368 0.077 0.156 0.018
H -3.20146 -3.42497 2.82676 0.208 -0.026 -0.317
H -4.21216 -4.35639 1.74101 0.371 -0.155 -0.157
H -3.36652 -2.93231 1.12612 0.112 -0.115 0.093
H 1.83722 -2.94532 0.97167 -0.128 -0.147 0.100
H 2.69868 -4.45127 1.31144 -0.413 -0.119 -0.127
H 1.86446 -3.61921 2.61426 -0.207 -0.009 -0.260
C 4.86945 -0.51565 -6.26749 0.164 -0.204 0.132
C 3.53514 0.07726 -5.73441 1.744 0.843 -0.814
C 3.70151 0.62896 -4.29025 -0.377 -0.052 0.054
C 3.70249 -0.43354 -3.20643 0.105 -0.038 0.157
C 2.47799 -1.32891 -3.33058 -0.071 0.272 -0.191
C 2.34750 -1.96871 -4.73829 0.065 -1.911 0.662
N 2.45042 -0.95658 -5.85214 -3.826 2.974 1.526
O 1.22486 -0.26916 -5.90542 3.084 -2.022 -0.306
C 3.43652 -3.06625 -4.88078 0.329 0.021 -0.132
C 1.01477 -2.78579 -4.79281 -0.223 0.831 -0.294
C 3.32809 1.32366 -6.66421 -0.799 -0.337 0.220
H 5.09127 -1.52259 -5.93238 -0.091 -0.040 0.127
H 4.87296 -0.55438 -7.36190 -0.143 0.058 0.138
H 5.72361 0.10147 -5.95831 -0.316 0.030 -0.062
H 2.88196 1.32805 -4.07273 0.013 -0.147 -0.186
H 4.62368 1.21848 -4.21428 -0.138 -0.106 -0.299
H 4.62643 -1.02080 -3.25306 -0.076 -0.036 -0.020
H 3.69902 0.05050 -2.22160 0.027 -0.057 -0.173
H 2.52572 -2.11172 -2.56145 -0.073 -0.071 -0.332
H 1.58035 -0.73641 -3.10401 0.084 -0.064 -0.210
H 3.49851 -3.43141 -5.91375 -0.005 0.148 0.166
H 3.21148 -3.93402 -4.24720 -0.224 0.306 -0.103
H 4.42930 -2.74420 -4.56243 -0.085 0.076 -0.139
H 0.13224 -2.17058 -4.57334 0.317 -0.001 -0.221
H 1.01325 -3.59056 -4.04857 0.357 0.217 -0.079
H 0.87578 -3.24853 -5.77638 0.053 0.146 0.101
H 3.14324 1.02382 -7.70214 -0.022 -0.050 0.215
H 4.22119 1.96231 -6.66161 -0.015 -0.416 0.181
H 2.49451 1.95847 -6.33885 0.102 -0.320 -0.045
```
Forces are in eV/Å.

=====

2.
Formula: C8H9NOS
Source: the OMol25 dataset
Level of theory: the ωB97M-V functional and the def2-TZVPD basis

As for the relative energy (zero: lowest compared OMol25 entry of this formula, charge and spin): 143.51 kcal per mole. The value obtained for the HOMO-LUMO gap (alpha / beta) is 7.25 / 8.93 eV. The LUMO energy (alpha / beta) comes out at -1.66 / -0.17 eV.

XYZ file:
```
20
Properties=species:S:1:pos:R:3:forces:R:3
C 3.73762 0.71406 0.39249 0.322 0.052 0.108
C 3.43494 -0.44774 -0.29562 -0.161 -0.157 -0.131
C 2.76634 1.66554 0.65195 -0.236 0.008 -0.049
C 2.13401 -0.66721 -0.75083 0.374 -0.233 -0.070
C 1.45687 1.45802 0.21326 0.215 0.388 0.230
C 1.23394 0.31111 -0.47444 -0.693 -0.198 -0.131
C -3.53735 -1.14705 1.22129 0.127 0.235 0.270
C -3.23560 -0.74936 0.00786 0.595 0.503 -0.475
N -2.93310 1.66337 -1.24138 0.264 0.048 0.223
O -1.99846 1.38442 1.03579 0.398 -0.204 0.277
S -2.14067 0.73379 -0.25591 -1.127 -0.104 0.198
H 4.74880 0.87873 0.73794 0.045 0.006 0.020
H 4.19148 -1.19549 -0.48735 0.106 -0.002 0.016
H 3.00970 2.56507 1.19699 0.045 0.082 0.065
H 1.88303 -1.56795 -1.28891 -0.061 -0.094 -0.073
H 0.67356 2.16666 0.42598 -0.133 0.148 0.042
H -4.16874 -2.00009 1.41473 -0.098 -0.115 -0.143
H -3.16504 -0.60320 2.07541 0.097 0.098 0.129
H -3.54335 -1.21557 -0.91297 -0.056 -0.093 -0.159
H -3.07930 1.25665 -2.15329 -0.022 -0.367 -0.348
```
Forces are in eV/Å.

=====

3.
Formula: C17H18BrO2TeW
Source: the OMol25 dataset
Level of theory: the ωB97M-V functional and the def2-TZVPD basis

The charge is +1. The value obtained for the HOMO-LUMO gap (alpha / beta) is 6.36 / 5.97 eV. The spin multiplicity is 3. The LUMO energy (alpha / beta) comes out at -4.93 / -5.70 eV.

XYZ file:
```
40
Properties=species:S:1:pos:R:3:forces:R:3
W -0.03807 -0.36297 1.35102 -0.388 0.758 0.278
C 1.01932 -3.96004 -1.17322 -0.006 -0.045 0.022
C 0.75439 -2.46316 -1.32518 0.055 -0.018 0.026
C 1.32128 -1.94831 -2.64783 0.020 0.026 -0.043
C 1.28533 -1.67713 -0.12787 -0.035 -0.045 -0.009
C 1.64229 -0.29055 -0.24895 0.025 -0.020 -0.123
C 2.19081 0.43456 0.82417 -0.124 0.044 0.025
C 2.17601 -0.09326 2.12141 0.160 -0.050 0.075
C 2.56896 0.71715 3.32315 0.012 -0.001 -0.034
C 1.74480 -1.45190 2.26637 0.073 -0.096 0.104
C 1.44477 -2.25519 1.14279 -0.208 0.039 -0.051
H 0.68559 -4.48128 -2.06867 -0.006 0.013 -0.008
H 0.48098 -4.40107 -0.33430 -0.013 0.011 0.001
H 2.08513 -4.16279 -1.04808 0.006 0.013 -0.007
H -0.33054 -2.31509 -1.33854 0.008 0.000 -0.019
H 2.41265 -1.98010 -2.65551 0.003 -0.012 0.023
H 1.00466 -0.93137 -2.88064 -0.005 -0.002 0.010
H 0.96641 -2.57941 -3.46082 -0.003 -0.008 0.004
H 1.52402 0.19969 -1.20429 0.055 -0.002 0.000
H 2.43570 1.47963 0.68148 0.064 -0.025 -0.014
H 1.68754 1.12474 3.82137 0.005 -0.013 0.010
H 3.20291 1.55124 3.02957 -0.007 0.007 0.006
H 3.10879 0.09922 4.03846 0.005 0.008 0.007
H 1.71672 -1.89008 3.25442 0.061 -0.016 -0.015
H 1.17235 -3.28706 1.30532 0.062 -0.005 -0.020
Br -3.31137 4.92194 1.20496 0.006 -0.036 0.002
C -3.00416 3.60190 -0.10452 0.030 0.011 -0.064
C -3.48779 3.85825 -1.38141 0.001 -0.009 0.049
C -3.27473 2.95366 -2.40662 -0.006 0.012 0.023
C -2.55273 1.79260 -2.17018 0.008 0.008 -0.034
C -2.04918 1.55538 -0.90625 0.071 -0.058 -0.004
C -2.27354 2.43718 0.14974 -0.144 0.191 0.011
C -1.81107 2.09997 1.52384 0.343 -0.182 0.095
O -2.38184 2.30496 2.54306 -0.074 0.020 -0.033
O -0.56614 1.47549 1.54803 -0.192 -0.577 -0.259
H -4.03472 4.77289 -1.56001 -0.005 0.000 -0.013
H -3.67103 3.16346 -3.39069 0.007 -0.017 -0.013
H -2.38203 1.07946 -2.96485 -0.007 0.004 -0.011
H -1.48260 0.63976 -0.74445 -0.052 0.035 0.058
Te -1.97987 -1.73234 2.01373 0.196 0.035 -0.054
```
Forces are in eV/Å.

=====

4.
Formula: C7H18AlIO5P
Source: the OMol25 dataset
Level of theory: the ωB97M-V functional and the def2-TZVPD basis

The charge is -1. The value obtained for the HOMO-LUMO gap is 7.63 eV. The LUMO energy comes out at 2.62 eV.

XYZ file:
```
33
Properties=species:S:1:pos:R:3:forces:R:3
C -1.73232 -1.74672 -3.35503 0.422 0.879 -0.306
Al -0.68762 -0.20373 -4.13976 0.344 0.506 0.071
O 0.83933 0.15615 -3.19965 -0.427 -0.096 -0.173
C 0.35459 0.61931 -1.96767 0.515 -0.372 -0.528
C -1.05400 1.26851 -2.18405 -1.042 -0.712 0.759
P -1.35972 2.83300 -1.24937 0.469 0.354 -0.611
O -0.72882 2.42278 0.23970 0.097 -0.037 0.026
I -3.79004 2.57440 -0.86361 0.155 -0.010 0.160
O -1.39067 1.38732 -3.51582 0.144 -0.190 -0.390
H -1.55120 -1.76954 -2.28475 -0.006 -0.254 0.281
H -2.78769 -1.54253 -3.51237 -0.314 -0.094 -0.026
H -1.47738 -2.69868 -3.80599 0.031 -0.297 -0.014
H -0.48412 -0.26222 -5.72656 0.013 0.012 -0.098
H 0.24179 -0.25412 -1.32395 -0.165 0.164 0.561
H 1.07338 1.28747 -1.47864 0.168 0.250 -0.060
H -1.75512 0.55822 -1.71717 -0.018 -0.036 0.281
H 0.17840 2.77055 0.23947 -0.346 -0.091 0.153
C 2.03953 1.14440 2.85595 -0.002 0.006 0.054
O 1.35143 0.27276 3.73554 0.042 -0.015 -0.125
C -0.00454 0.06801 3.36200 -0.022 0.007 0.215
C -0.19709 -1.22401 2.59946 -0.115 0.040 -0.206
O 0.48137 -1.20063 1.35946 0.119 0.020 0.039
C 1.71541 -1.88926 1.36125 -0.056 -0.015 -0.064
H 3.10686 1.02018 3.03561 -0.002 0.007 0.041
H 1.82712 0.91387 1.80977 -0.012 -0.010 -0.007
H 1.76576 2.18630 3.05871 -0.003 0.016 -0.049
H -0.36956 0.91008 2.76651 -0.009 -0.023 -0.062
H -0.59270 0.02542 4.28458 -0.006 0.002 -0.011
H -1.26332 -1.34234 2.38340 -0.009 -0.008 0.026
H 0.12369 -2.08162 3.20098 0.042 0.021 0.044
H 1.55208 -2.97133 1.29551 0.043 -0.009 0.040
H 2.30449 -1.66589 2.25445 -0.002 0.000 0.025
H 2.27072 -1.56612 0.48202 -0.047 -0.016 -0.046
```
Forces are in eV/Å.

=====

5.
Formula: C3H3Br2Cl
Source: the OMol25 dataset
Level of theory: the ωB97M-V functional and the def2-TZVPD basis

As for the relative energy (zero: lowest compared OMol25 entry of this formula, charge and spin): 132.71 kcal per mole. The value obtained for the HOMO-LUMO gap (alpha / beta) is 7.11 / 7.12 eV. The LUMO energy (alpha / beta) comes out at -1.19 / -1.18 eV.

XYZ file:
```
9
Properties=species:S:1:pos:R:3:forces:R:3
C 0.65417 0.19702 0.18870 -1.489 -1.194 0.140
C -0.73749 -1.43645 -1.24497 -0.609 0.432 1.210
C -0.08412 1.30604 0.82077 0.114 -3.389 1.509
Cl 0.49487 -2.17929 -2.07385 0.883 -0.457 -0.724
Br 2.23155 0.46769 -0.65045 0.603 0.712 -0.224
Br -1.52523 -2.77156 -0.05639 0.047 0.412 -0.149
H 0.15411 1.03152 1.94166 -0.442 1.209 -1.806
H -0.04875 2.23321 0.41020 1.539 3.375 -0.387
H -1.13913 1.15182 0.66435 -0.645 -1.101 0.432
```
Forces are in eV/Å.

=====

6.
Formula: C4H3N2O2
Source: the OMol25 dataset
Level of theory: the ωB97M-V functional and the def2-TZVPD basis

As for the relative energy (zero: lowest compared OMol25 entry of this formula, charge and spin): 84.63 kcal per mole. The charge is -1. The value obtained for the HOMO-LUMO gap is 6.03 eV. The LUMO energy comes out at 3.96 eV.

XYZ file:
```
11
Properties=species:S:1:pos:R:3:forces:R:3
C -0.10352 -0.34176 -1.54257 -4.552 -0.159 3.410
C 0.09086 -0.70924 -0.22510 -7.189 0.208 -2.472
C -3.51794 -1.02995 0.10375 1.325 2.813 -1.743
C -0.48379 2.61754 -0.35270 0.821 0.213 1.439
N -1.09677 -1.02722 0.47958 2.000 0.405 2.209
N -2.34753 -0.67074 -0.02433 0.380 -1.833 0.388
O 0.10788 2.71725 0.62082 -0.861 -0.226 -1.461
O -4.69564 -0.81931 -0.06575 0.191 -1.218 0.831
H 0.57460 -0.55235 -2.20081 4.209 -0.499 -3.996
H 0.99028 -0.74545 0.27657 1.629 -0.463 1.273
H -1.19935 -0.56697 -1.85281 2.048 0.758 0.122
```
Forces are in eV/Å.